(1)
Computed, not measured: a structure of composition C24H25N6O2Yb, with ωB97M-V/def2-TZVPD.

HOMO (spin up / spin down) = -14.4 / -14.4 eV
<S²> = 0.751
LUMO level (spin up / spin down) = -0.217 / -0.217 Eh
multiplicity = 2
HOMO-LUMO gap (spin up / spin down) = 8.45 / 8.45 eV
charge = +2

```
58
C24H25N6O2Yb ωB97M-V/def2-TZVPD
Yb 0.39 0.06 -0.62
N 3.68 -1.56 -0.21
C 3.77 -0.18 -0.32
C 5.05 0.38 -0.35
C 5.19 1.74 -0.41
C 4.05 2.55 -0.45
C 2.84 1.93 -0.43
N 2.68 0.58 -0.35
C 2.67 -2.47 -0.53
C 3.08 -3.81 -0.66
C 2.15 -4.77 -0.97
C 0.82 -4.39 -1.16
C 0.50 -3.08 -1.00
N 1.40 -2.11 -0.67
H 4.58 -2.00 -0.12
H 5.92 -0.27 -0.34
H 6.18 2.18 -0.44
H 4.11 3.63 -0.52
H 1.92 2.51 -0.48
H 4.12 -4.07 -0.53
H 2.46 -5.80 -1.09
H 0.06 -5.11 -1.42
H -0.52 -2.74 -1.13
N 0.43 0.43 1.86
C -0.73 1.20 2.28
C -1.25 1.14 3.54
C -2.38 1.93 3.88
C -2.93 2.78 2.97
C -2.41 2.85 1.66
C -2.93 3.72 0.67
C -2.40 3.72 -0.59
C -1.36 2.81 -0.88
N -0.84 2.00 0.02
C -1.33 2.03 1.30
H 0.54 -0.38 2.46
H 1.27 0.98 2.00
H -0.79 0.51 4.29
H -2.77 1.87 4.89
H -3.77 3.41 3.24
H -3.74 4.38 0.92
H -2.77 4.38 -1.37
H -0.96 2.74 -1.89
O 2.18 1.68 -3.89
C 1.34 1.11 -3.31
N 0.46 0.55 -2.68
C -3.48 -2.32 0.00
C -3.83 -1.60 -1.31
C -2.61 -0.72 -1.60
O -1.72 -0.87 -0.44
C -2.52 -1.38 0.67
H -3.00 -3.28 -0.19
H -4.36 -2.51 0.62
H -4.72 -0.98 -1.19
H -4.02 -2.30 -2.11
H -2.85 0.34 -1.69
H -2.03 -1.02 -2.47
H -3.01 -0.53 1.15
H -1.82 -1.84 1.38
```

These are the Mulliken partial charges, in e, on atoms 1 to 4:
1 Yb 0.8225
2 N -0.0969
3 C 0.6890
4 C -0.8104

***

(2)
Computed, not measured: a structure of composition C24H26BBr2N7OV, with ωB97M-V/def2-TZVPD.

HOMO (spin up / spin down) = -6.3 / -7.5 eV
<S²> = 3.765
LUMO level (spin up / spin down) = 0.005 / -0.001 Eh
multiplicity = 4
HOMO-LUMO gap (spin up / spin down) = 6.39 / 7.48 eV

```
62
C24H26BBr2N7OV ωB97M-V/def2-TZVPD
V -0.34 0.79 0.38
C 2.95 2.59 -0.61
C 2.84 1.14 -0.31
C 3.73 0.09 -0.59
C 3.13 -1.05 -0.10
C 3.64 -2.45 -0.11
N 1.92 -0.70 0.41
N 1.77 0.66 0.30
B 0.89 -1.59 1.19
N 0.48 -0.87 2.48
N -0.14 0.34 2.41
C -0.36 0.75 3.64
C -1.05 2.05 3.89
C 0.12 -0.20 4.55
C 0.65 -1.22 3.78
C 1.30 -2.49 4.20
N -0.40 -1.88 0.33
N -1.42 -0.97 0.26
C -2.41 -1.53 -0.41
C -3.65 -0.75 -0.70
C -2.06 -2.84 -0.77
C -0.79 -3.03 -0.27
C 0.08 -4.24 -0.36
H 3.82 2.79 -1.24
H 3.06 3.18 0.30
H 2.06 2.95 -1.13
H 4.70 0.16 -1.05
H 4.65 -2.46 -0.49
H 3.03 -3.09 -0.75
H 3.63 -2.88 0.89
H 1.41 -2.63 1.44
H -1.31 2.52 2.94
H -0.40 2.73 4.45
H -1.96 1.91 4.46
H 0.08 -0.16 5.62
H 1.31 -2.55 5.28
H 2.33 -2.54 3.84
H 0.77 -3.35 3.80
H -3.56 0.26 -0.29
H -4.53 -1.22 -0.26
H -3.82 -0.68 -1.78
H -2.66 -3.55 -1.31
H -0.52 -5.09 -0.70
H 0.53 -4.48 0.60
H 0.88 -4.09 -1.08
Br -3.33 4.89 0.11
C -2.57 3.87 -1.28
C -2.83 4.22 -2.61
C -2.31 3.51 -3.65
Br -2.70 4.04 -5.43
C -1.48 2.38 -3.41
C -0.88 1.57 -4.40
C -0.09 0.52 -4.02
C 0.12 0.27 -2.65
N -0.43 1.00 -1.72
C -1.23 2.04 -2.07
C -1.79 2.76 -0.95
O -1.53 2.37 0.25
H -3.46 5.08 -2.81
H -1.05 1.79 -5.44
H 0.39 -0.12 -4.76
H 0.76 -0.54 -2.32
```

These are the Mulliken partial charges, in e, on atoms 1 to 4:
1 V 0.2077
2 C -1.3713
3 C 0.7411
4 C -1.2637

***

(3)
Computed, not measured: a structure of composition C24H26BCoN2OS, with ωB97M-V/def2-TZVPD.

HOMO (spin up / spin down) = -8.1 / -8.2 eV
<S²> = 6.034
LUMO level (spin up / spin down) = 0.013 / -0.067 Eh
multiplicity = 5
HOMO-LUMO gap (spin up / spin down) = 8.46 / 6.41 eV

```
56
C24H26BCoN2OS ωB97M-V/def2-TZVPD
Co -1.01 0.49 0.76
S -2.02 -0.78 2.52
C -1.08 0.38 3.40
C -0.93 0.46 4.79
C -0.14 1.48 5.31
C 0.47 2.40 4.45
C 0.27 2.26 3.10
N -0.48 1.28 2.60
H -1.41 -0.26 5.42
H 0.00 1.56 6.38
H 1.08 3.20 4.84
H 0.71 2.94 2.38
B 0.73 3.67 -2.20
C 0.07 2.77 -1.11
N -0.44 2.12 -0.30
H 1.74 4.15 -1.72
H 0.99 2.94 -3.14
H -0.08 4.52 -2.51
C 5.56 -2.25 0.01
C 5.46 -0.89 0.30
C 4.22 -0.29 0.41
C 3.05 -1.03 0.22
C 3.15 -2.40 -0.06
C 4.40 -3.00 -0.16
C 1.75 -0.34 0.32
C 0.59 -0.81 -0.09
C 0.01 -1.82 -0.90
C 0.22 -1.79 -2.30
C -0.35 -2.74 -3.11
C -1.16 -3.74 -2.57
C -1.38 -3.77 -1.19
C -0.82 -2.83 -0.37
H 6.53 -2.72 -0.07
H 6.36 -0.30 0.43
H 4.14 0.77 0.62
H 2.26 -2.99 -0.18
H 4.47 -4.06 -0.38
H 1.80 0.66 0.76
H 0.85 -1.01 -2.71
H -0.18 -2.71 -4.18
H -1.61 -4.48 -3.21
H -2.01 -4.55 -0.77
H -1.00 -2.84 0.70
C -4.08 2.04 -0.80
C -3.26 1.94 -2.11
C -2.50 0.62 -1.97
O -2.64 0.21 -0.59
C -3.95 0.65 -0.20
H -5.12 2.31 -0.98
H -3.65 2.78 -0.13
H -2.57 2.78 -2.20
H -3.90 1.93 -2.99
H -1.44 0.70 -2.20
H -2.94 -0.17 -2.59
H -4.00 0.61 0.89
H -4.69 -0.04 -0.62
```

These are the Mulliken partial charges, in e, on atoms 1 to 4:
1 Co -0.4236
2 S -0.4695
3 C 0.8119
4 C -0.8123

***

(4)
Computed, not measured: a structure of composition C24H26BF6IrN8O7S3, with ωB97M-V/def2-TZVPD.

HOMO = -9.0 eV
LUMO level = 0.001 Eh
multiplicity = 1
HOMO-LUMO gap = 9.03 eV

```
76
C24H26BF6IrN8O7S3 ωB97M-V/def2-TZVPD
Ir 0.54 -0.01 -0.82
C 0.13 -3.30 0.41
C -1.02 -2.35 0.35
C -2.34 -2.62 0.74
C -3.05 -1.45 0.54
C -4.49 -1.15 0.79
N -2.20 -0.54 0.06
N -0.97 -1.08 -0.06
B -2.35 0.92 -0.40
N -1.34 1.77 0.41
N -0.01 1.53 0.31
C 0.65 2.39 1.08
C 2.14 2.41 1.22
C -0.29 3.21 1.71
C -1.53 2.80 1.26
C -2.88 3.32 1.60
N -1.98 0.99 -1.89
N -0.69 0.80 -2.28
C -0.61 1.15 -3.57
C 0.64 1.22 -4.39
C -1.88 1.53 -4.01
C -2.71 1.43 -2.93
C -4.17 1.74 -2.82
H -0.22 -4.24 0.82
H 0.93 -2.92 1.04
H 0.55 -3.48 -0.58
H -2.71 -3.55 1.14
H -4.97 -2.01 1.25
H -5.01 -0.93 -0.15
H -4.61 -0.29 1.45
H -3.46 1.32 -0.20
H 2.61 1.77 0.48
H 2.44 2.07 2.21
H 2.50 3.43 1.09
H -0.09 4.01 2.40
H -2.79 4.10 2.35
H -3.53 2.54 1.99
H -3.37 3.75 0.72
H 1.52 1.38 -3.78
H 0.55 2.08 -5.06
H 0.77 0.33 -5.00
H -2.13 1.87 -5.00
H -4.54 2.07 -3.79
H -4.35 2.54 -2.09
H -4.74 0.87 -2.51
F 4.03 -1.45 -0.53
C 4.64 -0.52 -1.24
F 5.13 0.41 -0.44
F 5.63 -1.08 -1.93
S 3.49 0.27 -2.45
O 2.36 0.80 -1.67
O 4.27 1.25 -3.11
N 3.07 -0.89 -3.42
S 1.82 -1.82 -3.31
O 1.05 -1.87 -4.50
O 1.08 -1.69 -2.04
C 2.55 -3.51 -3.13
F 1.56 -4.39 -3.10
F 3.25 -3.60 -2.01
F 3.34 -3.76 -4.16
O 3.65 -2.43 4.35
S 3.35 -1.10 3.90
O 4.14 -0.01 4.40
N 3.25 -1.03 2.28
C 2.05 -0.76 1.86
O 1.83 -0.65 0.61
C 1.03 -0.57 2.96
C -0.32 -0.25 2.92
C -1.02 -0.13 4.12
C -0.39 -0.31 5.34
C 0.97 -0.62 5.39
C 1.64 -0.74 4.19
H -0.84 -0.10 1.99
H -2.07 0.12 4.09
H -0.95 -0.21 6.26
H 1.48 -0.77 6.33
```

These are the Mulliken partial charges, in e, on atoms 1 to 4:
1 Ir 3.6888
2 C -1.1741
3 C 0.8505
4 C -1.6924

***

DFT total energy across the listed records, respectively: -2566.96723; -7505.78250; -2920.63573; -3817.98478 a.u..
M across the listed records, respectively: 602.5; 650.1; 460.3; 951.7 g mol⁻¹.